Record 1
Computed, not measured: a molecular structure, N3O13PRb, with the ωB97M-V functional and the def2-TZVPD basis.

The geometry in XYZ format:
```
18
Properties=species:S:1:pos:R:3:lowdin_charge:R:1
Rb -0.57409 0.32887 -0.36968 0.978
N 1.55141 2.68950 0.53186 -0.702
O 2.35543 1.85234 0.76246 0.007
O 0.38874 2.66794 0.90611 -0.183
O 1.91580 3.79238 0.02745 -0.146
N -0.49642 -1.95448 2.43703 -0.631
O 0.04702 -2.01193 1.34130 -0.115
O -0.89526 -3.07811 2.95734 -0.174
O -0.53595 -0.88480 3.05992 -0.073
N -4.17725 -0.27346 0.92140 -0.705
O -5.19297 0.39480 0.84101 -0.099
O -3.44086 -0.44342 -0.04345 -0.144
O -3.84927 -0.86813 1.93553 -0.047
P 2.58039 -0.40324 -3.05652 -0.060
O 2.29328 -0.56478 -4.53437 -0.458
O 3.11725 -1.82659 -2.53948 -0.335
O 1.15337 -0.01744 -2.34877 -0.705
O 3.75938 0.60050 -2.82910 -0.407
```

## Properties
Spin multiplicity: 2
Max |F|: 0.0873 Eh/bohr
Total charge: -4
⟨S²⟩: 0.765
Highest occupied orbital energy (alpha / beta): 4.16 / 4.32 eV

***

Record 2
Computed, not measured: 2 unconnected molecules or ions with the total composition N4O2, with the ωB97M-V functional and the def2-TZVPD basis.

The geometry in XYZ format:
```
6
Properties=species:S:1:pos:R:3:lowdin_charge:R:1
O -1.65289 1.25975 0.00955 0.185
N -1.19049 0.21593 -0.03651 -0.443
N -0.11733 -0.33523 -0.02672 0.153
O -1.49798 -1.09614 0.11657 0.065
N 2.66520 -0.34032 0.07763 0.069
N 1.79349 0.29600 -0.14051 -0.029
```

## Properties
Relative energy (zero: lowest compared OMol25 entry of this formula, charge and spin): 2.224 eV
Max |F|: 0.0815 Eh/bohr
SMILES: [O-][N+]1=NO1.N#N
Highest occupied orbital energy (alpha / beta): -10.98 / -10.98 eV

***

Record 3
Computed, not measured: a molecular structure, NO3P, with the ωB97M-V functional and the def2-TZVPD basis.

The geometry in XYZ format:
```
5
Properties=species:S:1:pos:R:3:lowdin_charge:R:1
N 0.82283 1.01895 0.24439 -0.071
O 0.21190 0.35429 1.13720 -0.181
O 0.32795 0.74708 -0.91438 -0.235
O -0.34027 -1.68417 -0.21061 -0.414
P -1.02241 -0.43615 -0.25660 0.901
```

## Properties
Relative energy (zero: lowest compared OMol25 entry of this formula, charge and spin): 0.504 eV
Max |F|: 0.0591 Eh/bohr
Highest occupied orbital energy: -10.60 eV

***

Record 4
Computed, not measured: 2 unconnected molecules or ions with the total composition NO4P, with the ωB97M-V functional and the def2-TZVPD basis.

The geometry in XYZ format:
```
6
Properties=species:S:1:pos:R:3:lowdin_charge:R:1
N 1.61517 1.31032 -0.49617 -0.332
O -0.40089 -0.48636 1.72895 -0.451
O -0.10351 -2.16503 -0.30119 -0.458
O 1.20202 2.48978 -0.72461 -0.526
O -1.69541 -0.26830 -0.49619 -0.423
P -0.61738 -0.88041 0.28922 0.191
```

## Properties
Spin multiplicity: 3
Relative energy (zero: lowest compared OMol25 entry of this formula, charge and spin): 0.000 eV
Max |F|: 0.0302 Eh/bohr
Total charge: -2
⟨S²⟩: 2.010
Highest occupied orbital energy (alpha / beta): 2.44 / -1.11 eV

***

The highest max |F| belongs to which entry?
N3O13PRb